DFT (ωB97M-V/def2-TZVPD) results for a molecular structure, C18H23BILaN4O3 in a non-equilibrium geometry.

Cartesian coordinates (Å):
C 1.26293 -2.21634 -2.64771
I 1.94431 -3.60329 -0.86484
H 1.36679 -1.20122 -3.09322
H 0.37293 -2.67391 -3.09567
H 2.17636 -2.73521 -2.93838
C 1.70945 -0.87414 3.44718
C 2.60226 -1.22702 2.49307
N 2.73190 -0.16408 1.63466
C 1.87161 0.83771 1.99212
N 1.28589 0.39905 3.15998
H 1.36588 -1.40363 4.32323
H 3.19124 -2.12444 2.37405
C -4.08982 0.11182 -1.49866
C -2.08795 1.18419 -1.22780
N -3.08143 0.45368 -0.60058
H -4.18447 0.49532 -3.66495
N -2.47241 1.18631 -2.53449
H -4.97075 -0.40755 -1.17279
La -0.74386 0.71228 0.49650
C 0.95709 -1.88979 -1.03004
O 0.33781 -0.96202 -0.51316
C -3.69241 0.56425 -2.70966
C -1.66978 1.72065 -3.60825
H -2.30776 1.97711 -4.46223
H -0.91780 0.99089 -3.95013
H -1.13496 2.61462 -3.26780
C -3.19961 0.17034 0.82191
H -4.24068 -0.09738 1.03722
H -2.97111 1.04692 1.47367
H -2.61155 -0.72756 1.14175
C 0.43286 1.22381 4.00742
H 0.20544 0.66930 4.92675
H -0.52433 1.46940 3.51062
H 0.93463 2.16884 4.26986
C 3.71776 -0.06252 0.57096
H 3.35420 -0.54659 -0.34648
H 4.64401 -0.56561 0.88292
H 3.92121 0.99388 0.36656
O 0.50245 2.82956 0.93554
B 1.73098 2.26997 1.47102
O 2.60404 3.31965 1.73498
C 1.90123 4.49018 1.53468
C 2.19703 5.71835 2.09081
C 1.14794 6.64053 2.18892
C -0.12895 6.36030 1.69316
C -0.41610 5.13182 1.07988
C 0.62280 4.22213 1.04281
H 3.19645 5.90862 2.47313
H 1.34032 7.60396 2.66309
H -0.91998 7.10626 1.78390
H -1.39411 4.85812 0.68593

Total charge: -2
HOMO-LUMO gap (spin up / spin down), eV: 1.555 / 1.436
E_LUMO (spin up / spin down), eV: 3.726 / 3.763
E_tot, eV: -40767.01887

Atom charges from the Löwdin analysis, given in e for atoms 1 to 4:
1. C -0.434
2. I 0.859
3. H 0.043
4. H 0.039



DFT (ωB97M-V/def2-TZVPD) results for a molecular structure, C18H23BrN3OPdS2 in a non-equilibrium geometry.

Cartesian coordinates (Å):
Pd -0.14650 -0.52465 -0.20759
N -1.67258 -2.20516 3.30756
C -1.47509 -1.42634 4.48779
C -1.83946 -1.94978 5.71058
C -1.62806 -1.21553 6.87188
C -1.02784 0.02747 6.80022
C -0.65033 0.54373 5.56425
C -0.89165 -0.17186 4.40593
S -0.46550 0.56982 2.85281
N -0.58983 -0.77964 1.80450
C -1.11010 -1.90363 2.12200
C -1.00056 -2.95910 1.07855
C -1.21658 -4.29995 1.29116
C -1.03537 -5.18570 0.23362
C -0.64163 -4.70178 -0.99549
C -0.43039 -3.33806 -1.13805
N -0.61343 -2.49530 -0.12032
H -2.09860 -3.10599 3.42598
H -2.29183 -2.93438 5.76275
H -1.92527 -1.62727 7.82656
H -0.84832 0.60152 7.69905
H -0.17095 1.51432 5.50310
H -1.50385 -4.67290 2.26406
H -1.20196 -6.24453 0.38142
H -0.47957 -5.35924 -1.83769
H -0.09383 -2.90090 -2.06611
Br 1.37440 -0.56854 -2.04322
C -0.39506 4.92870 -3.19728
C -0.84150 4.96726 -1.73927
C -1.63975 3.73438 -1.32437
S -0.62979 2.23848 -1.44780
O -0.86919 1.46280 -0.11170
C -1.57076 1.37433 -2.72994
C -2.74659 0.54675 -2.22344
C -3.97721 1.34749 -1.80888
H 0.10171 5.85697 -3.47568
H -1.25040 4.79962 -3.86641
H 0.31166 4.11668 -3.38899
H -1.47562 5.84001 -1.57389
H 0.02477 5.07287 -1.08273
H -2.52839 3.61960 -1.93998
H -1.92929 3.76328 -0.27076
H -0.83573 0.75938 -3.24481
H -1.89917 2.16084 -3.41315
H -2.42654 -0.05875 -1.37806
H -3.00344 -0.14550 -3.02742
H -3.78848 1.93600 -0.90958
H -4.81334 0.68237 -1.59361
H -4.29594 2.02701 -2.60347

Total charge: +1
HOMO-LUMO gap, eV: 6.564
Energy relative to the best compared isomer or geometry (same formula, charge and spin), kJ/mol: 0.0
E_LUMO, eV: -4.129
E_tot, eV: -120744.66980

Atom charges from the natural (NBO) analysis, given in e for atoms 1 to 4:
1. Pd 0.870
2. N -0.588
3. C 0.199
4. C -0.244



DFT (ωB97M-V/def2-TZVPD) results for a molecular structure, C18H23ClF2N3Sn in a non-equilibrium geometry.

Cartesian coordinates (Å):
Sn 0.04005 -0.09206 -1.60537
C -3.07944 -1.04285 -1.59048
N -2.43495 0.15862 -0.97275
C -3.21383 1.32300 -1.52339
C -2.40269 0.04543 0.52476
C -3.57691 0.08276 1.25254
C -3.61215 -0.38411 2.56613
C -2.40723 -0.80033 3.15727
C -1.23434 -0.83571 2.40612
C -1.15796 -0.27263 1.11858
N 0.04055 -0.00476 0.47995
C 1.19499 0.46396 1.11521
C 1.15057 1.07314 2.36657
C 2.29858 1.26353 3.10501
C 3.55277 1.09802 2.51559
C 3.61746 0.62597 1.20332
C 2.46087 0.28906 0.49908
N 2.51047 -0.27260 -0.86224
C 3.40502 0.46207 -1.82899
C 2.96362 -1.69732 -0.80804
H -4.11249 -1.19600 -1.23035
H -2.47734 -1.93586 -1.38997
H -3.07491 -0.88085 -2.67980
H -4.26801 1.21290 -1.26365
H -3.09727 1.31437 -2.61722
H -2.77833 2.23933 -1.12801
H -4.46379 0.38375 0.68590
H -4.55843 -0.48355 3.11399
H -2.36622 -1.11998 4.20889
H -0.30490 -1.17973 2.82990
H 0.21005 1.40019 2.80406
H 2.21665 1.51587 4.15627
H 4.46055 1.22734 3.08893
H 4.57143 0.50379 0.68576
H 4.46936 0.26037 -1.68496
H 3.29503 1.57063 -1.71892
H 3.11331 0.16603 -2.86615
H 3.98393 -1.81123 -0.43407
H 2.87041 -2.10984 -1.81826
H 2.31584 -2.23166 -0.12434
F 1.27059 2.78798 -1.87924
C -0.00039 2.18491 -1.87468
F -0.64849 2.85501 -0.83650
H -0.49596 2.44498 -2.82286
Cl -0.09197 -3.17496 -0.63197
C -0.06030 -2.25684 -2.18855
H -0.90618 -2.55118 -2.79272
H 0.81238 -2.61896 -2.71032

Total charge: -1
HOMO-LUMO gap (spin up / spin down), eV: 3.669 / 3.670
E_LUMO (spin up / spin down), eV: 2.961 / 2.961
E_tot, eV: -47295.31586

Atom charges from the natural (NBO) analysis, given in e for atoms 1 to 4:
1. Sn 1.067
2. C -0.424
3. N -0.491
4. C -0.421



DFT (ωB97M-V/def2-TZVPD) results for a molecular structure, C18H23F3IO5S in a non-equilibrium geometry.

Cartesian coordinates (Å):
C -4.52268 0.66661 -3.33395
C -3.22937 -0.09976 -3.19822
O -2.45876 0.63892 -2.21908
C -1.26885 0.09805 -1.91799
C -0.57389 0.92062 -0.81691
C -1.48155 2.03655 -0.33522
C 0.49661 1.65664 -1.64959
O 0.84777 2.80690 -1.45852
O 1.07991 0.84220 -2.55172
C 2.33664 1.34275 -3.07477
C 2.84035 0.23000 -3.94904
O -0.85251 -0.91540 -2.45554
H -5.17638 0.16252 -4.05263
H -5.05192 0.73351 -2.37226
H -4.33763 1.68754 -3.69339
H -3.40319 -1.11593 -2.82441
H -2.66347 -0.12218 -4.13837
H -0.88353 2.70105 0.31082
H -1.78780 2.64215 -1.20098
H -2.33663 1.63967 0.20975
H 2.13166 2.25911 -3.64117
H 3.03625 1.54848 -2.25148
H 3.78917 0.51899 -4.40123
H 3.00602 -0.68745 -3.37308
H 2.12347 0.01578 -4.74657
C 3.04256 -1.50778 4.61880
C 1.13411 -0.58894 3.64310
C 0.38673 0.10457 4.69497
C 1.36247 -0.18896 2.30162
C 0.49648 0.64070 1.51439
I -0.26230 2.36873 2.48205
C 0.39014 0.27437 0.14800
C 1.20360 -0.73951 -0.38126
C 2.38474 -1.05593 0.29274
C 2.48390 -0.72994 1.61635
O 1.75546 -1.75495 3.98700
S -1.82813 -0.97542 0.46796
C -2.26105 -2.34856 1.50377
F -2.47111 -1.93743 2.79779
F -3.41668 -2.93558 1.06381
F -1.28323 -3.29725 1.51163
H 3.29205 -0.42908 4.63337
H 2.98714 -1.90114 5.64083
H 3.80228 -2.06809 4.07054
H 0.87147 1.06989 4.90848
H -0.66783 0.31742 4.46360
H 0.40399 -0.49502 5.61647
H -2.95643 -0.28296 0.87737
H 0.90835 -1.21335 -1.30428
H 3.21129 -1.54905 -0.23577
H 3.37033 -0.98404 2.20223

Total charge: -1
HOMO-LUMO gap, eV: 4.454
E_LUMO, eV: 2.599
E_tot, eV: -56362.00103

Atom charges from the natural (NBO) analysis, given in e for atoms 1 to 4:
1. C -0.622
2. C -0.070
3. O -0.537
4. C 0.844



DFT (ωB97M-V/def2-TZVPD) results for a molecular structure, C18H23IrN2O6SSeSi in a non-equilibrium geometry.

Cartesian coordinates (Å):
Ir 0.22503 1.02968 -0.33315
O 1.94913 0.92127 -1.84425
C 2.98662 1.66051 -1.22553
C 2.40769 2.96145 -0.77858
C 3.19332 4.08786 -0.61437
C 2.62011 5.24977 -0.13601
C 1.26673 5.25580 0.16123
C 0.53854 4.10077 -0.03411
N 1.09085 2.97074 -0.49527
H 2.12429 -0.05051 -1.67741
H 3.82026 1.80344 -1.91648
H 3.35873 1.14318 -0.33758
H 4.24674 4.03994 -0.85442
H 3.21733 6.14077 0.00698
H 0.77900 6.14041 0.54378
H -0.52118 4.05878 0.17415
C -4.85907 2.21787 -0.63297
Si -3.62623 0.84639 -0.36212
C -4.21157 -0.35859 0.93706
C -3.04564 0.04951 -1.94113
Se -1.81349 1.93930 0.58264
H -5.81591 1.83544 -0.99818
H -4.47465 2.93678 -1.35828
H -5.03847 2.75186 0.30253
H -5.21332 -0.74846 0.73392
H -4.22504 0.13977 1.90688
H -3.51986 -1.20119 1.00397
H -3.80728 -0.58978 -2.39628
H -2.16472 -0.55635 -1.73754
H -2.76654 0.81949 -2.66410
C 0.97793 -0.15308 3.52554
O 0.40552 0.09965 2.22851
C 1.17033 0.75095 1.34984
O 2.29517 1.12863 1.55787
H 0.63299 -1.13695 3.82995
H 0.61556 0.60289 4.22009
H 2.06290 -0.12357 3.47292
O 3.78970 -2.77308 0.29305
S 2.83359 -2.90763 -0.76449
O 3.30937 -3.25341 -2.07211
N 1.89400 -1.55529 -0.85577
C 0.62755 -1.82323 -0.62736
O -0.31416 -0.97110 -0.60057
C 0.33834 -3.25827 -0.35864
C -0.88338 -3.86295 -0.13043
C -0.89103 -5.21779 0.17561
C 0.29645 -5.94124 0.25898
C 1.52214 -5.33193 0.01266
C 1.50689 -3.99115 -0.30695
H -1.79892 -3.28861 -0.18141
H -1.83219 -5.71958 0.35850
H 0.26659 -6.99068 0.52055
H 2.45329 -5.87847 0.07827

HOMO-LUMO gap, eV: 7.405
Energy relative to the best compared isomer or geometry (same formula, charge and spin), kJ/mol: 40.3
E_LUMO, eV: -0.224
E_tot, eV: -121204.56615

Atom charges from the natural (NBO) analysis, given in e for atoms 1 to 4:
1. Ir 0.820
2. O -0.742
3. C -0.129
4. C 0.247